Formula: C20H52AlB3O10S5
Source: the Open Molecules 2025 dataset
Level of theory: ωB97M-V/def2-TZVPD

Kohn-Sham gap (eV): 1.688
ΔE to the lowest compared entry with this formula, charge and spin (kJ/mol): 1400.9
DFT total energy (eV): -104835.531
HOMO level (eV): -9.2

Element x y z (Å)
Al (3.381, -2.433, -4.367)
B (0.409, 0.229, -1.191)
H (1.387, 0.029, -0.782)
H (0.520, 0.715, -2.147)
H (-0.114, -0.688, -1.417)
H (-0.322, 0.795, -0.634)
B (0.677, -6.480, -5.146)
H (0.258, -5.586, -4.710)
H (1.015, -6.308, -6.156)
H (1.549, -6.724, -4.559)
H (-0.076, -7.240, -5.006)
B (6.483, 0.431, -1.926)
H (6.877, -0.079, -2.791)
H (5.845, -0.225, -1.355)
H (7.224, 0.932, -1.321)
H (5.776, 1.168, -2.275)
C (-0.589, -7.083, 2.405)
C (-0.978, -5.568, 2.294)
C (0.324, -4.766, 2.617)
S (1.694, -5.898, 1.900)
O (2.600, -6.090, 3.002)
O (2.372, -5.525, 0.639)
C (0.660, -7.323, 1.583)
H (-1.386, -7.678, 1.960)
H (-0.499, -7.377, 3.450)
H (-1.734, -5.402, 3.061)
H (-1.392, -5.447, 1.293)
H (0.447, -4.860, 3.696)
H (0.343, -3.714, 2.332)
H (1.290, -8.202, 1.718)
H (0.491, -7.263, 0.508)
C (1.741, 5.753, -3.291)
C (3.057, 6.549, -3.407)
C (3.938, 5.854, -4.480)
S (2.847, 4.913, -5.642)
O (3.061, 3.442, -5.523)
O (2.832, 5.526, -6.942)
C (1.307, 5.326, -4.727)
H (0.981, 6.301, -2.735)
H (1.857, 4.908, -2.612)
H (3.604, 6.474, -2.467)
H (2.885, 7.601, -3.635)
H (4.584, 5.160, -3.942)
H (4.527, 6.616, -4.990)
H (0.489, 4.605, -4.756)
H (0.933, 6.102, -5.395)
C (5.641, 4.163, 4.026)
C (4.291, 3.996, 3.270)
C (3.382, 3.169, 4.161)
S (4.466, 2.030, 5.227)
O (4.181, 0.622, 4.809)
O (4.316, 2.463, 6.610)
C (6.054, 2.712, 4.439)
H (5.480, 4.786, 4.906)
H (6.405, 4.732, 3.496)
H (4.377, 3.421, 2.348)
H (3.758, 4.915, 3.025)
H (2.496, 2.646, 3.800)
H (2.975, 3.941, 4.814)
H (6.145, 2.166, 3.500)
H (7.031, 2.609, 4.911)
C (-3.998, 0.754, 4.624)
C (-4.384, 2.189, 4.849)
C (-5.908, 2.448, 4.935)
S (-6.703, 0.838, 4.539)
O (-6.991, 0.652, 3.104)
O (-7.748, 0.508, 5.460)
C (-5.206, -0.104, 4.922)
H (-3.097, 0.421, 5.140)
H (-3.660, 0.703, 3.589)
H (-3.988, 2.753, 4.005)
H (-3.974, 2.602, 5.770)
H (-6.367, 3.226, 4.326)
H (-6.117, 2.646, 5.987)
H (-5.269, -0.952, 4.240)
H (-5.260, -0.394, 5.972)
C (-5.913, -2.712, -3.239)
C (-5.675, -1.231, -2.831)
C (-4.811, -0.446, -3.945)
S (-4.144, -1.827, -5.050)
O (-2.712, -1.569, -5.159)
O (-5.023, -1.839, -6.248)
C (-4.675, -3.206, -3.911)
H (-6.741, -2.803, -3.942)
H (-6.211, -3.305, -2.374)
H (-5.126, -1.272, -1.890)
H (-6.634, -0.760, -2.613)
H (-3.958, -0.069, -3.381)
H (-5.153, 0.363, -4.589)
H (-3.880, -3.402, -3.192)
H (-4.848, -4.053, -4.575)

=====

Formula: C45H55NO17
Source: the Open Molecules 2025 dataset
Level of theory: ωB97M-V/def2-TZVPD

Kohn-Sham gap (spin up / spin down) (eV): 1.773 / 7.423
Spin multiplicity: 2
Net charge: -1
DFT total energy (eV): -83846.652
HOMO level (spin up / spin down) (eV): 0.0 / -5.6

Element x y z (Å)
C (6.508, -3.558, -2.119)
O (5.404, -2.804, -2.201)
C (5.536, -1.409, -2.144)
C (5.840, -0.819, -0.754)
N (5.189, 0.492, -0.614)
C (4.090, 0.464, 0.446)
C (4.578, 0.651, 1.903)
O (5.205, 1.926, 2.044)
C (5.502, 2.237, 3.358)
H (7.248, -3.138, -2.800)
H (6.458, -4.590, -2.464)
H (7.023, -3.273, -1.201)
H (4.572, -0.931, -2.318)
H (6.281, -0.987, -2.818)
H (6.889, -0.560, -0.604)
H (5.507, -1.541, -0.008)
H (5.818, 1.272, -0.486)
H (3.483, -0.442, 0.442)
H (3.278, 1.139, 0.178)
H (5.195, -0.208, 2.170)
H (3.733, 0.555, 2.584)
H (5.999, 3.201, 3.464)
H (6.225, 1.491, 3.689)
H (4.600, 2.311, 3.964)
C (-2.345, 1.173, -6.151)
C (-1.418, 1.365, -5.133)
C (-1.875, 1.858, -3.879)
C (-3.263, 2.199, -3.705)
C (-4.098, 1.971, -4.797)
C (-3.700, 1.498, -5.991)
O (-4.598, 1.194, -7.044)
O (-0.995, 1.855, -2.840)
H (-2.035, 0.671, -7.056)
H (-0.425, 0.940, -5.125)
H (-3.565, 2.340, -2.678)
H (-5.146, 2.131, -4.593)
H (-4.163, 0.495, -7.538)
H (-1.252, 2.520, -2.197)
C (5.249, 1.196, 6.414)
C (3.910, 0.880, 6.438)
C (3.580, -0.367, 5.930)
C (4.477, -1.333, 5.596)
C (5.867, -1.015, 5.807)
C (6.191, 0.204, 6.241)
O (7.605, 0.396, 6.259)
O (2.345, -0.530, 5.554)
H (5.523, 2.215, 6.647)
H (3.311, 1.739, 6.702)
H (4.169, -2.295, 5.214)
H (6.612, -1.797, 5.819)
H (8.096, -0.384, 5.989)
H (1.740, 0.216, 5.543)
C (-6.377, 0.998, 3.580)
C (-5.950, 1.388, 2.294)
C (-4.684, 1.932, 2.167)
C (-3.815, 2.207, 3.263)
C (-4.238, 1.793, 4.485)
C (-5.531, 1.240, 4.680)
O (-5.931, 0.925, 5.938)
O (-4.211, 2.442, 1.013)
H (-7.386, 0.630, 3.697)
H (-6.628, 1.280, 1.460)
H (-2.823, 2.607, 3.112)
H (-3.537, 2.014, 5.277)
H (-5.315, 0.840, 6.669)
H (-4.093, 3.375, 0.820)
C (-3.642, 6.452, -2.146)
C (-2.658, 5.579, -1.563)
C (-1.454, 5.161, -2.182)
C (-1.283, 5.671, -3.512)
C (-2.211, 6.569, -4.056)
C (-3.369, 6.995, -3.404)
O (-4.287, 7.788, -3.967)
O (-0.531, 4.362, -1.724)
H (-4.539, 6.736, -1.617)
H (-2.752, 5.291, -0.527)
H (-0.615, 5.203, -4.219)
H (-1.910, 7.054, -4.973)
H (-3.946, 7.983, -4.843)
H (-0.591, 4.188, -0.781)
C (-1.450, -6.587, 1.026)
C (-1.478, -5.197, 1.293)
C (-2.351, -4.380, 0.554)
C (-3.339, -4.973, -0.127)
C (-3.377, -6.366, -0.257)
C (-2.381, -7.185, 0.146)
O (-2.347, -8.497, -0.108)
O (-2.208, -3.001, 0.667)
H (-0.630, -7.073, 1.534)
H (-0.673, -4.689, 1.803)
H (-4.023, -4.261, -0.565)
H (-4.263, -6.641, -0.811)
H (-1.501, -8.901, -0.312)
H (-1.634, -2.749, -0.060)
C (-0.958, -4.367, -3.942)
C (-0.579, -3.592, -2.909)
C (-1.189, -2.458, -2.463)
C (-2.273, -2.035, -3.191)
C (-2.799, -2.768, -4.262)
C (-2.078, -3.954, -4.672)
O (-2.551, -4.734, -5.642)
O (-0.593, -1.802, -1.440)
H (-0.509, -5.333, -4.118)
H (0.221, -3.863, -2.236)
H (-2.776, -1.155, -2.817)
H (-3.558, -2.353, -4.908)
H (-2.584, -5.467, -5.022)
H (-0.696, -0.857, -1.574)
C (0.757, -0.112, 1.810)
C (-0.789, -0.229, 1.956)
O (-1.235, 1.046, 1.682)
C (-0.255, 1.720, 1.001)
O (-0.428, 2.795, 0.498)
O (0.877, 0.979, 1.014)
H (0.989, -1.095, 1.401)
H (1.192, 0.021, 2.801)
H (-1.032, -0.489, 2.986)
H (-1.152, -0.914, 1.190)